Record 1
One molecule with the formula C19H23NO4 in a non-equilibrium geometry. Source: the Open Molecules 2025 dataset; level of theory: ωB97M-V with the def2-TZVPD basis set.

Structure (ORCA input):
```
! RIJCOSX wB97M-V def2-TZVPD def2/J DEFGRID3
* xyz 0 1
N -2.5238 4.4749 0.3532
O 0.9157 -2.0921 -0.7553
C -2.2048 3.5096 -0.2210
O 0.1612 -3.7269 -2.1588
O 2.9091 0.4280 2.2174
O 0.4549 -0.6535 2.9038
C 0.0958 -2.5097 -1.5496
C 1.9146 1.9908 0.6319
C 0.6903 2.3767 0.1310
C -0.5148 0.7719 1.2698
C 1.8540 0.9466 1.6183
C 0.5704 0.3612 1.9593
C -0.5551 1.7944 0.3032
C 4.1252 0.3983 1.4951
C 2.0974 -2.4274 3.5274
C 1.1442 -1.8844 2.5015
C -2.1586 -1.2402 -0.9428
C -0.5274 -0.3644 -2.6594
C -3.0329 1.1880 -0.5659
C -1.4604 1.9846 -2.0979
C -1.0689 -1.6737 -1.9458
C -1.8180 2.1095 -0.6116
C -2.7550 0.0312 -1.5302
C -1.8064 0.6521 -2.5910
H 0.9512 -4.0728 -1.7534
H 2.8070 2.5064 0.4844
H 0.6294 3.2731 -0.4490
H -1.3752 0.2435 1.6468
H 4.6941 -0.1985 2.2483
H 4.0824 -0.0719 0.5390
H 4.5311 1.4520 1.4335
H 2.6032 -1.5476 3.8652
H 2.8407 -3.1246 3.0991
H 1.5251 -2.8391 4.3911
H 1.5504 -1.8348 1.4960
H 0.3070 -2.5371 2.2346
H -2.9473 -1.9870 -0.6903
H -1.5827 -0.9865 -0.0922
H -0.2404 -0.3840 -3.7722
H 0.3613 0.1045 -2.1879
H -3.3039 0.8799 0.4853
H -3.9670 1.6480 -0.8980
H -2.0720 2.7086 -2.6484
H -0.3471 2.1076 -2.3408
H -1.5442 -2.2194 -2.8890
H -3.7247 -0.2413 -1.9246
H -2.2852 0.6755 -3.5598
*
```

The total energy is -29753.883 eV. The calculation puts the lowest unoccupied orbital energy at 0.5 eV. As for the relative energy (zero: lowest compared OMol25 entry of this formula, charge and spin): 84.4 kcal per mole. Its max |F| is 0.0965 hartree/bohr. As for the SMILES: CCOc1cc([C@@]2(C#N)C[C@H]3C[C@@H](C(=O)O)C[C@H]3C2)ccc1OC. As for the HOMO-LUMO gap: 8.7 eV.

Record 2
C19H23Br47GaO2S as an isolated structure in a non-equilibrium geometry. Source: the Open Molecules 2025 dataset; level of theory: ωB97M-V with the def2-TZVPD basis set.

Structure (ORCA input):
```
! RIJCOSX wB97M-V def2-TZVPD def2/J DEFGRID3
* xyz -1 1
C 4.5331 2.9326 -4.5910
C 4.9228 4.4549 -4.7535
Br 6.3621 5.0141 -6.0277
C 4.2384 5.4379 -4.0085
Br 4.7143 7.3709 -4.2347
Ga 2.6943 4.9752 -2.6741
S 0.7365 5.0700 -3.9708
C -0.0495 3.4147 -4.2578
O 1.1071 5.5953 -5.3618
O -0.2267 6.0865 -3.3815
H 5.2124 2.4407 -3.8182
H 3.4626 2.7554 -4.2776
H 4.7315 2.4361 -5.6024
H 2.8471 3.4652 -2.1033
H 2.5137 6.0681 -1.5324
H 0.5586 2.6280 -3.7063
H -0.0560 3.1965 -5.3756
H -1.1213 3.3992 -3.8729
C 6.4630 2.1247 -0.5294
Br 5.8704 1.1316 -2.0846
Br 6.4187 4.0364 -0.8415
Br 5.4749 1.6287 1.0627
H 7.5015 1.8539 -0.3557
C -3.1412 2.7321 -1.3519
Br -3.5359 3.1557 -3.1997
Br -1.3381 2.0453 -1.1441
Br -3.4910 4.2426 -0.1886
H -3.8147 1.9331 -1.0506
C -0.3190 -1.8393 -2.1358
Br -1.9057 -1.3721 -3.1508
Br 1.1706 -0.6727 -2.5543
Br -0.6767 -1.9096 -0.2302
H -0.0283 -2.8415 -2.4413
C -1.9387 -5.7350 1.5639
Br -2.3500 -5.3284 -0.2875
Br -0.1379 -6.4240 1.7664
Br -2.2653 -4.2189 2.7277
H -2.6200 -6.5254 1.8736
C -6.0778 -6.3935 1.2003
Br -7.8358 -7.2025 1.3145
Br -6.1464 -4.4778 1.4774
Br -4.8131 -7.2524 2.3945
H -5.7186 -6.5556 0.1866
C -6.4790 -5.1490 5.8234
Br -6.8670 -4.4141 7.5742
Br -8.0332 -5.1053 4.6619
Br -4.9413 -4.2923 5.0079
H -6.2203 -6.1955 5.9680
C -7.5291 5.4836 0.9205
Br -7.2801 5.2723 -0.9887
Br -8.8927 6.8003 1.3281
Br -7.8798 3.7910 1.7970
H -6.5919 5.8613 1.3223
C -3.7082 -6.1514 10.2978
Br -4.4916 -7.1243 8.8153
Br -3.6333 -4.2460 9.9509
Br -4.6068 -6.5454 11.9689
H -2.6824 -6.4970 10.3982
C -6.0299 -1.8748 -2.5620
Br -7.7879 -2.6838 -2.4441
Br -6.0976 0.0426 -2.2822
Br -4.7635 -2.7308 -1.3714
H -5.6728 -2.0358 -3.5765
C -7.5825 -10.0110 12.2090
Br -7.9892 -9.5908 10.3612
Br -5.7799 -10.6940 12.4123
Br -7.9159 -8.5021 13.3790
H -8.2602 -10.8051 12.5121
C -8.3419 0.0748 3.4346
Br -10.1348 0.7491 3.1314
Br -8.3595 -1.5830 4.4382
Br -7.3448 -0.0948 1.7797
H -7.8236 0.8111 4.0443
C 10.8177 5.6312 -5.5880
Br 9.8270 4.7963 -4.1467
Br 10.1351 5.1153 -7.3287
Br 10.8963 7.5574 -5.3870
H 11.8397 5.2627 -5.5259
C 14.6720 5.2059 -3.7636
Br 14.0713 4.2262 -5.3260
Br 14.6626 7.1204 -4.0657
Br 13.6658 4.7217 -2.1798
H 15.7048 4.9169 -3.5857
C 10.1655 0.3094 1.8057
Br 10.2601 1.2236 3.5124
Br 8.6050 -0.8341 1.6879
Br 10.2639 1.5494 0.3183
H 11.0385 -0.3351 1.7410
C 0.1934 -0.4500 -6.4976
Br 1.5994 0.6727 -5.7794
Br -1.3130 0.5942 -7.1289
Br 0.8594 -1.6527 -7.8657
H -0.1697 -1.0686 -5.6793
*
```

The total energy is -3379373.353 eV. The calculation puts the lowest unoccupied orbital energy at 0.5 eV. Its max |F| is 0.0948 hartree/bohr. As for the HOMO-LUMO gap: 5.8 eV.

Record 3
C15H36InO2P2S as an isolated structure. Source: the Open Molecules 2025 dataset; level of theory: ωB97M-V with the def2-TZVPD basis set.

Structure (ORCA input):
```
! RIJCOSX wB97M-V def2-TZVPD def2/J DEFGRID3
* xyz -1 1
C 1.5237 -0.5861 -0.9948
C 1.8777 0.8506 -0.6444
C 1.3362 1.3304 0.7079
C -0.0601 0.8418 1.1076
C -0.3628 1.2697 2.5604
In -1.6288 1.5929 -0.3074
P -2.4736 3.8379 0.5464
C -4.2690 4.0370 0.0979
C -1.6983 4.9851 -0.6996
C -2.2101 4.8852 -2.1503
P -3.3772 -0.2603 -0.4380
C -5.0846 0.4877 -0.5820
C -3.1283 -0.8784 -2.1734
C -4.1225 -1.9734 -2.5559
H 1.8894 -1.2823 -0.2388
H 1.9777 -0.8769 -1.9446
H 0.4464 -0.7111 -1.0943
H 2.9654 0.9550 -0.6326
H 1.5004 1.5035 -1.4324
H 2.0491 1.0568 1.4992
H 1.3057 2.4248 0.6945
H -0.0964 -0.2463 1.0620
H 0.4592 1.8577 2.9766
H -1.2716 1.8632 2.6570
H -0.4827 0.4030 3.2163
H -0.9228 1.8529 -1.9323
H -4.5706 3.4995 -0.8002
H -4.8829 3.6827 0.9254
H -4.5005 5.0940 -0.0460
H -0.6401 4.7169 -0.6916
H -1.7555 6.0112 -0.3354
H -2.4490 5.8667 -2.5618
H -1.4564 4.4253 -2.7867
H -3.0993 4.2652 -2.2289
H -5.8167 -0.2123 -0.1785
H -5.1352 1.3945 0.0140
H -5.3658 0.7170 -1.6110
H -2.1230 -1.3051 -2.1685
H -3.1395 -0.0684 -2.9048
H -5.1515 -1.6210 -2.4814
H -3.9665 -2.3128 -3.5836
H -4.0076 -2.8306 -1.8926
C 5.3904 -4.6893 2.5589
C 4.8247 -5.3032 1.2705
C 3.7846 -4.3225 0.7166
S 4.2962 -2.6848 1.2632
O 3.3074 -2.1732 2.1721
O 4.7497 -1.9095 0.1403
C 5.7088 -3.2371 2.2212
H 6.2754 -5.2207 2.9071
H 4.6405 -4.7286 3.3516
H 5.6309 -5.4358 0.5461
H 4.3808 -6.2815 1.4500
H 3.7351 -4.3161 -0.3689
H 2.7935 -4.4974 1.1300
H 5.8128 -2.5879 3.0870
H 6.5870 -3.1555 1.5812
*
```

The total energy is -54820.010 eV. The calculation puts the lowest unoccupied orbital energy at 2.1 eV. Its max |F| is 0.0106 hartree/bohr. As for the HOMO-LUMO gap: 5.4 eV.

Record 4
C4H11Br2NNb as an isolated structure in a non-equilibrium geometry. Source: the Open Molecules 2025 dataset; level of theory: ωB97M-V with the def2-TZVPD basis set.

Structure (ORCA input):
```
! RIJCOSX wB97M-V def2-TZVPD def2/J DEFGRID3
* xyz -1 1
C 0.2598 3.4056 -0.5125
C 0.0107 1.9551 0.0916
Br 1.1368 1.5394 1.6848
C -0.9013 1.0247 -0.4121
Br -2.0337 1.5535 -1.9847
Nb -1.2232 -1.1074 0.4324
C 0.9726 -1.6839 0.2779
N 1.2410 -3.0532 -0.3168
H -0.1352 4.1731 0.2109
H -0.1523 3.5248 -1.5505
H 1.3877 3.5324 -0.5932
H -1.1030 -0.5473 2.1575
H -3.0384 -0.8142 0.4108
H -1.4159 -1.6385 -1.3252
H -1.6309 -2.8126 0.9259
H 1.5019 -0.8897 -0.3503
H 1.4719 -1.6161 1.3083
H 1.5837 -3.6304 0.4665
H 2.0679 -2.9155 -0.9214
*
```

The total energy is -147444.729 eV. The calculation puts the lowest unoccupied orbital energy at 2.5 eV. Its max |F| is 0.0574 hartree/bohr. As for the HOMO-LUMO gap: 6.8 eV.

Record 5
One molecule with the formula C4H7NO. Source: the Open Molecules 2025 dataset; level of theory: ωB97M-V with the def2-TZVPD basis set.

Structure (ORCA input):
```
! RIJCOSX wB97M-V def2-TZVPD def2/J DEFGRID3
* xyz 0 1
O 2.3664 0.3916 -1.4754
C 1.4763 -0.2325 -1.0358
C 0.5752 -1.1414 -0.6966
C -0.6692 -0.9074 0.1189
C -0.9110 0.5877 0.3402
N 0.3721 1.2340 0.5652
H 0.8002 -2.1365 -1.0679
H 0.7787 0.9658 1.4548
H -1.5361 -1.3411 -0.3959
H -0.6031 -1.4243 1.0883
H -1.3432 1.0250 -0.5668
H -1.6356 0.7345 1.1566
H 0.3291 2.2446 0.5145
*
```

The total energy is -7798.020 eV. The calculation puts the lowest unoccupied orbital energy at 0.9 eV. As for the relative energy (zero: lowest compared OMol25 entry of this formula, charge and spin): 37.5 kcal per mole. Its max |F| is 0.0178 hartree/bohr. As for the SMILES: NCCC=C=O. As for the HOMO-LUMO gap: 9.2 eV.

Record 6
C8H24BBeF4O8 as an isolated structure in a non-equilibrium geometry. Source: the Open Molecules 2025 dataset; level of theory: ωB97M-V with the def2-TZVPD basis set.

Structure (ORCA input):
```
! RIJCOSX wB97M-V def2-TZVPD def2/J DEFGRID3
* xyz 1 1
Be 0.0984 -0.3176 -0.6008
B -0.2492 0.1703 -3.5683
F -0.6396 1.1236 -2.6451
F -1.0900 0.1889 -4.6835
F 1.0533 0.2068 -3.8136
F -0.4117 -1.1424 -2.9979
C -2.7601 -2.5375 -0.9461
C -3.1386 -1.0675 -1.3222
O -2.4706 -0.0913 -0.4984
O -1.3520 -2.7547 -0.8346
H -3.0906 -3.2954 -1.6564
H -3.1366 -2.8835 0.0165
H -4.2201 -0.9616 -1.2376
H -2.8671 -0.7703 -2.3351
H -3.1845 0.3831 -0.0662
H -1.1360 -3.6793 -0.9760
C 3.1386 1.1204 0.5117
C 3.1555 1.3487 -0.9968
O 2.3752 0.3518 -1.5965
O 1.8842 1.1468 1.1750
H 3.8951 1.7446 0.9874
H 3.5782 0.1265 0.5956
H 4.1659 1.4237 -1.3988
H 2.7273 2.3432 -1.1216
H 2.5457 0.2926 -2.5393
H 2.0318 1.0870 2.1217
C 0.3972 -2.5200 1.8729
C 1.6954 -2.4549 1.0015
O 1.4217 -2.4041 -0.3579
O -0.1925 -1.2679 1.7083
H 0.5672 -2.7163 2.9316
H -0.1751 -3.3411 1.4415
H 2.3764 -3.2810 1.2060
H 2.1804 -1.5133 1.2589
H 1.4158 -3.3034 -0.6936
H 0.0128 -0.7567 2.4946
C -1.4726 2.8947 0.8475
C -1.4325 3.0772 2.4252
O -0.4734 3.8766 2.9469
O -0.3442 2.1872 0.2826
H -1.4199 3.9187 0.4776
H -2.4345 2.4608 0.5746
H -1.2120 2.0974 2.8488
H -2.3251 3.4478 2.9291
H 0.1747 3.3876 3.4592
H 0.3375 2.6540 0.7715
*
```

The total energy is -37007.915 eV. The calculation puts the lowest unoccupied orbital energy at -5.1 eV. As for the relative energy (zero: lowest compared OMol25 entry of this formula, charge and spin): 72.5 kcal per mole. Its max |F| is 0.0689 hartree/bohr. As for the HOMO-LUMO gap: 8.1 eV.

> Look up the total energy of the first one.

-29753.883 eV

> Look up the max |F| of the fifth one.

0.0178 hartree/bohr

> What is the HOMO-LUMO gap in the fifth record?

9.2 eV